17
Properties=species:S:1:pos:R:3:forces:R:3 method="wB97M-V/def2-TZVPD" orbital_gap_ev=2.923 charge=+3 de_lowest_kj_mol=124.8 energy_ev=-14360.7330
Zr -0.548 -2.072 0.185 1.706 7.950 -0.104
F 0.212 -0.049 -0.232 -2.070 -4.632 1.160
O -0.327 3.071 -0.776 -0.596 0.370 0.318
O -2.448 -0.617 0.310 1.484 -2.202 -0.707
O 2.094 1.664 -1.452 -0.565 0.032 -0.219
O 1.347 -2.318 -1.140 -2.217 -0.457 1.730
O -0.728 -0.911 2.412 0.235 -1.782 -1.926
H -0.775 2.367 -0.307 -0.308 -0.065 0.240
H 0.463 2.660 -1.128 1.066 -0.113 -0.785
H -2.457 0.286 0.625 0.398 0.891 0.195
H 1.588 0.936 -1.091 0.099 -0.278 0.057
H -0.930 -1.340 3.244 -0.205 -0.594 0.848
H 2.164 -2.744 -0.883 0.976 -0.710 0.403
H -0.491 -0.016 2.655 0.542 0.949 -0.138
H 2.677 1.927 -0.740 0.629 0.389 0.257
H -3.367 -0.886 0.327 -1.081 -0.417 -0.183
H 1.526 -1.959 -2.009 -0.095 0.668 -1.148